This record from OMol25 describes 2 unconnected molecules or ions with the total composition C6H8NO2P in a non-equilibrium geometry. The level of theory is ωB97M-V/def2-TZVPD.

Properties
- Orbital gap (alpha / beta): 0.266 / 0.296 Eh
- E_tot: -21217.532 eV
- Largest force on an atom: 0.0860 hartree/bohr
- Highest occupied orbital energy (alpha / beta): -8.41 / -8.47 eV
- ΔE to the lowest compared entry with this formula, charge and spin: 8.390 eV

```
! RIJCOSX wB97M-V def2-TZVPD def2/J DEFGRID3
* xyz 0 1
C -1.829 0.807 -0.089
C -1.943 -0.452 -0.690
C -0.643 0.997 0.552
C -0.727 -1.066 -0.587
C -0.231 2.224 1.425
C 1.874 0.008 -0.169
N 0.519 -3.223 -1.134
O 0.779 -3.494 -2.295
O 0.823 -3.695 -0.085
P 0.386 -0.523 0.664
H -2.568 1.678 -0.120
H -2.730 -0.758 -1.227
H 0.941 2.397 1.191
H -0.359 1.827 2.504
H -0.885 2.982 1.095
H 2.458 0.499 0.603
H 1.793 0.738 -1.122
H 2.340 -0.946 -0.517
*
```

---

This record from OMol25 describes a molecular structure, C6H8NO2PS in a non-equilibrium geometry. The level of theory is ωB97M-V/def2-TZVPD.

Properties
- Orbital gap: 0.337 Eh
- E_tot: -32058.442 eV
- Largest force on an atom: 0.1024 hartree/bohr
- Highest occupied orbital energy: -8.79 eV
- ΔE to the lowest compared entry with this formula, charge and spin: 2.225 eV

```
! RIJCOSX wB97M-V def2-TZVPD def2/J DEFGRID3
* xyz 0 1
C -1.496 1.679 -4.345
C -0.764 1.257 -3.475
C 1.308 0.066 -2.488
C 0.289 0.925 -2.620
C 0.949 -1.079 1.409
C -0.863 0.469 1.465
N 0.244 -0.069 0.640
O 1.992 0.099 -1.314
O 0.163 1.621 -1.329
P 1.206 1.033 -0.263
S 2.182 2.398 0.711
H -2.417 1.831 -4.822
H 1.533 -0.480 -3.377
H 1.672 -1.480 0.720
H 1.551 -0.421 2.093
H 0.272 -1.896 1.973
H -1.267 1.207 0.817
H -1.383 -0.361 1.679
H -0.298 0.926 2.232
*
```

---

Q: ΔE to the lowest compared entry with this formula, charge and spin of number 2 (C6H8NO2PS)?
A: 2.225 eV